The following is a DFT calculation (the ωB97M-V functional and the def2-TZVPD basis) of 16 unconnected molecules or ions with the total composition H31O16 in a non-equilibrium geometry.

```
! RIJCOSX wB97M-V def2-TZVPD def2/J DEFGRID3
* xyz -1 1
H 1.01 3.31 2.59
O -2.05 -1.73 2.87
O -0.98 0.04 -0.37
H 1.17 0.24 0.49
H 2.07 -4.07 0.96
H 0.79 -1.13 1.57
H -1.86 -0.16 -0.55
O 1.13 -4.20 0.97
O 2.63 3.18 -2.18
H 0.89 -0.03 -0.96
H -1.33 1.21 3.44
H 5.00 2.46 2.02
H -3.09 -0.75 -0.22
H 0.80 -3.58 0.29
H -0.47 -0.54 0.73
H 0.60 1.71 2.58
O 1.70 0.23 -0.37
H 2.76 -1.30 -1.62
H -1.16 -1.50 -5.53
O -0.73 -2.01 -4.85
O 0.04 -0.59 1.81
H -1.31 -2.11 -4.11
O -4.73 -0.01 3.68
H -1.62 0.37 4.67
O -4.06 -0.86 -0.47
O -0.47 0.48 -5.31
H 0.97 4.17 -1.02
H -1.68 -1.37 2.02
H -0.84 -1.49 -1.21
O -0.50 -2.40 -1.31
O 2.48 -2.14 -1.99
H 2.03 3.13 -2.93
H -4.58 -0.82 4.16
O -1.72 1.26 4.32
O 1.17 2.43 2.88
H -0.21 -0.16 -4.64
H 3.66 1.74 1.81
H 2.57 2.28 -1.77
H -4.25 -1.25 0.46
H 3.20 -2.61 -1.49
H 0.35 -2.43 -1.71
H 0.55 5.65 -1.78
H -3.85 0.17 3.34
O 0.39 4.79 -1.44
O 4.39 1.85 2.44
H -1.28 -2.28 3.14
H 0.44 0.82 -5.44
*
```

## Properties
- E_tot: -33264.00780 eV
- Orbital gap: 9.37 eV
- M: 287.232 g mol⁻¹
- Relative energy (zero: lowest compared OMol25 entry of this formula, charge and spin): 368.7 kJ/mol
- E_LUMO: 2.23 eV

natural (NBO) population analysis, charges in e, atoms 1 to 4: 0.4783, -0.9907, -1.1384, 0.4997

The following is a DFT calculation (the ωB97M-V functional and the def2-TZVPD basis) of a molecular structure, Be2ClH8N2O4 in a non-equilibrium geometry.

```
! RIJCOSX wB97M-V def2-TZVPD def2/J DEFGRID3
* xyz 5 1
O -0.34 1.15 0.22
H -1.85 3.71 -1.94
O -0.09 -1.28 0.21
H -1.29 2.63 -0.95
N -2.14 2.88 -1.44
N 1.40 -2.33 2.80
H 1.49 -1.59 3.48
O 1.61 -0.05 -0.54
Be -1.45 -2.86 -2.32
H 2.33 -2.44 2.43
H -2.10 2.09 -2.07
H 1.07 -3.13 3.32
H -2.99 2.99 -0.91
Cl 0.18 -0.05 -0.48
O -0.52 -0.19 -1.76
H 0.80 -2.09 2.02
Be 3.89 0.54 -2.06
*
```

## Properties
- E_tot: -24539.68310 eV
- Orbital gap: 4.81 eV
- M: 153.551 g mol⁻¹
- E_LUMO: -23.77 eV

natural (NBO) population analysis, charges in e, atoms 1 to 4: -0.6631, 0.4766, -0.8183, 0.4362

The following is a DFT calculation (the ωB97M-V functional and the def2-TZVPD basis) of a gas-phase ion, C6H11N (charge +1) in a non-equilibrium geometry.

```
! RIJCOSX wB97M-V def2-TZVPD def2/J DEFGRID3
* xyz 1 2
C 0.78 -0.19 0.56
C 0.54 -1.00 1.60
H -2.97 0.98 -1.87
H 1.35 -2.24 3.27
H 1.44 -0.67 -1.54
H 1.64 0.70 0.86
C 0.59 -0.51 -0.86
C 1.56 -1.27 2.73
H -2.49 2.74 -1.70
H -0.39 1.90 -0.25
H -1.23 -0.40 -1.69
H 1.47 -0.43 3.47
H 2.52 -1.60 2.28
C -2.23 1.73 -1.57
H 0.21 -1.70 -0.71
C -0.95 1.37 -1.10
N -0.41 0.24 -1.69
H -0.41 -1.68 1.58
*
```

## Properties
- E_tot: -7878.14910 eV
- Orbital gap (spin up / spin down): 8.50 / 5.95 eV
- M: 97.161 g mol⁻¹
- Relative energy (zero: lowest compared OMol25 entry of this formula, charge and spin): 399.0 kJ/mol
- E_LUMO (spin up / spin down): -4.79 / -7.31 eV

natural (NBO) population analysis, charges in e, atoms 1 to 4: -0.3215, -0.0636, 0.2260, 0.2445

The following is a DFT calculation (the ωB97M-V functional and the def2-TZVPD basis) of a single C2H6N2O molecule in a non-equilibrium geometry.

```
! RIJCOSX wB97M-V def2-TZVPD def2/J DEFGRID3
* xyz 0 1
H -1.33 0.22 1.18
N 1.07 -1.30 -0.21
H 1.96 -1.74 -0.03
H -1.26 1.54 -1.20
N -0.80 1.58 -0.30
H 0.65 -1.45 -1.10
H -1.32 -0.49 -0.41
O 1.12 -0.11 1.70
C -0.77 0.21 0.23
H 0.12 1.94 -0.53
C 0.56 -0.39 0.67
*
```

## Properties
- E_tot: -7199.10747 eV
- Orbital gap: 10.36 eV
- M: 74.083 g mol⁻¹
- Relative energy (zero: lowest compared OMol25 entry of this formula, charge and spin): 65.6 kJ/mol
- E_LUMO: 0.77 eV
- SMILES: NCC(N)=O

natural (NBO) population analysis, charges in e, atoms 1 to 4: 0.2094, -0.8277, 0.4017, 0.3534

The following is a DFT calculation (the ωB97M-V functional and the def2-TZVPD basis) of 5 unconnected molecules or ions with the total composition C36H78N4O5 in a non-equilibrium geometry.

```
! RIJCOSX wB97M-V def2-TZVPD def2/J DEFGRID3
* xyz 0 1
H -4.20 -1.67 -0.40
C -0.66 3.73 6.07
H 6.27 -3.27 -2.71
C -0.53 4.66 -1.11
H -3.39 0.76 -2.25
C -2.57 -4.97 -1.47
H 6.18 -0.40 0.71
C -0.90 2.19 3.18
H -4.47 -3.90 -1.61
H 0.28 1.41 7.17
C -2.29 2.63 -3.71
H -2.75 -2.01 -1.97
C -2.64 2.13 5.60
C -3.06 -3.13 0.85
H -2.79 1.06 5.45
H -2.58 -5.28 -2.51
N -1.79 -3.28 0.11
H 0.52 0.79 -2.49
H -2.23 -5.85 -0.91
H -1.00 0.31 6.67
H -3.13 -0.94 0.84
H 0.29 4.02 5.61
H -2.01 3.59 -4.14
H 4.22 -4.41 -2.43
C -1.98 4.76 -1.54
H -0.72 3.71 1.69
H -0.63 1.29 1.15
H -0.28 -2.59 0.92
C -2.53 3.36 -1.34
H 0.73 1.03 2.23
C 1.62 3.49 -1.20
H -4.23 2.43 4.24
C -2.42 2.19 3.01
H -4.66 -1.74 1.22
H 4.45 -0.56 0.93
C -1.93 -2.67 -2.28
H -2.85 1.21 2.79
H -3.79 -5.12 1.13
H 2.31 -0.58 -3.32
H -0.58 4.40 3.35
H 1.44 -1.98 -2.89
H 4.66 -1.09 -4.27
C 0.32 3.70 -1.97
O 0.62 -0.03 -0.78
H -2.69 2.89 2.22
H -1.76 0.21 -2.43
C -1.11 2.29 5.75
H 0.50 -3.44 -1.19
H -3.57 -3.50 2.91
C 5.17 -1.59 -0.85
H -2.35 -2.24 2.72
H -0.05 5.64 -1.21
H 2.64 -4.00 -1.91
H 1.08 5.31 -3.13
H 0.11 -5.13 -1.02
H -0.41 3.81 7.13
H -1.93 1.83 -4.37
H -3.61 3.34 -1.54
H -1.46 4.43 5.85
H 6.85 -2.14 -3.89
H 2.26 -0.99 -0.65
C -3.17 2.70 4.25
H -0.35 4.71 -3.82
C -4.00 -4.28 0.46
H 5.01 0.43 -0.43
C -1.65 -3.79 -1.27
H 1.05 3.76 -4.09
H 6.32 -2.79 0.52
H 0.75 3.55 2.66
H 7.25 -1.37 -1.44
H -2.00 5.03 -2.60
C 4.78 -2.03 -3.74
H -5.03 -3.94 0.61
H 4.61 -3.14 0.55
H -1.07 -2.02 -2.41
H 0.16 0.82 -0.66
H -3.05 3.79 4.24
H 2.34 -1.97 -4.48
H -3.20 2.64 6.37
C 5.44 -2.92 -0.12
H 1.45 2.86 -0.31
H 4.79 -2.75 -4.56
C 3.36 -3.78 -2.71
C -0.34 3.55 2.70
H -0.13 -4.38 -2.60
H -0.39 4.44 -0.05
C 5.23 -0.45 0.18
H 1.14 0.92 4.44
H 3.06 -4.25 -3.64
C -1.82 2.33 -2.28
C 3.59 -2.28 -2.80
N -0.38 2.40 -2.02
H -2.52 5.54 -1.00
O -0.94 -2.16 0.36
H 2.10 4.37 -0.78
C -2.38 0.94 -1.90
C -0.78 1.35 6.91
H -1.99 -4.02 2.53
H -4.55 -5.61 -1.16
C 6.26 -1.30 -1.90
H -2.45 3.10 -0.28
O 2.82 -1.79 -0.59
H -2.23 0.75 -0.84
H 2.33 2.83 -1.70
C 6.14 -2.25 -3.06
C -4.00 -4.68 -1.01
O 0.94 1.85 4.63
H -3.38 2.67 -3.67
N -0.48 1.83 4.52
C 2.34 -1.67 -3.44
H -0.02 -0.70 -0.47
H 6.15 -0.24 -2.16
C -3.76 -1.79 0.59
H -2.21 -3.01 -3.28
C -0.36 1.14 2.19
C -2.69 -3.21 2.33
O 0.32 1.61 -2.98
C -0.21 -4.21 -1.52
C 0.57 4.37 -3.33
H -1.34 1.61 7.82
H 5.48 -3.77 -0.79
N 3.85 -1.63 -1.51
H -0.78 0.19 2.54
*
```

## Properties
- E_tot: -54790.72027 eV
- Orbital gap: 8.29 eV
- M: 647.043 g mol⁻¹
- Relative energy (zero: lowest compared OMol25 entry of this formula, charge and spin): 116.5 kJ/mol
- E_LUMO: 0.56 eV
- SMILES: CC1(C)CCCC(C)(C)N1O.CC1(C)CCCC(C)(C)N1O.CC1(C)CCCC(C)(C)N1O.CC1(C)CCCC(C)(C)N1O.O

Mulliken population analysis, charges in e, atoms 1 to 4: 0.3933, -1.7393, 0.3130, -1.0744

The following is a DFT calculation (the ωB97M-V functional and the def2-TZVPD basis) of 6 unconnected molecules or ions with the total composition C36H90N3O12P3 in a non-equilibrium geometry.

```
! RIJCOSX wB97M-V def2-TZVPD def2/J DEFGRID3
* xyz 0 1
H 1.08 5.73 0.27
H -0.80 0.00 -4.28
H 0.66 1.40 1.59
O 4.80 -5.56 -3.33
H -6.21 -2.20 -0.72
H 3.05 -6.22 1.17
C -5.25 3.88 1.53
H 4.42 -0.74 1.76
O -2.85 0.01 3.57
H 3.90 4.91 0.98
H -0.82 -1.19 4.41
H -3.03 1.25 -4.87
H 1.76 2.32 -2.37
C 1.66 -6.77 -3.63
C -0.38 1.76 5.46
H 0.26 -0.98 -5.16
H -1.44 -2.75 4.35
H -0.25 -2.84 -4.08
H 3.36 2.80 0.26
C 2.37 -5.15 -0.49
C -4.26 5.02 -2.61
H 3.08 6.51 1.22
C 2.62 2.62 -1.76
H -1.54 1.20 -2.26
H 2.63 5.05 2.07
H -6.06 4.16 0.86
C -0.47 -0.97 0.06
H -0.67 2.07 2.11
C -2.93 -1.18 4.29
N -0.54 -1.81 -2.33
H -0.52 1.86 0.33
H 2.38 -7.54 -3.91
C 0.73 3.52 1.28
C 6.43 1.50 3.56
C 4.54 -2.70 -2.42
H -0.48 0.92 4.77
C 0.64 -7.14 -2.53
H 3.57 0.91 1.80
H -4.51 4.67 1.46
H 5.76 3.57 3.89
H 6.06 0.55 3.16
C 5.52 2.71 3.26
H -0.63 2.67 4.91
H -4.72 2.96 -2.02
H 1.45 -4.95 -1.04
H 1.44 -1.48 -2.83
H 0.63 -2.63 -0.66
C 5.30 -2.82 -1.10
H -2.26 2.61 -1.33
H 0.04 4.36 1.42
P 3.59 -5.13 -2.71
C -3.93 1.67 -4.42
C -5.44 -1.26 1.14
C 0.24 -0.32 -4.29
H -2.72 -3.06 -2.24
P -4.24 0.54 2.80
H 1.29 2.41 6.68
H 2.14 1.64 0.09
H -1.43 -1.82 2.90
C -0.59 -3.07 -3.07
C -5.38 -1.58 -0.37
C -4.58 3.58 -2.90
H 0.89 0.52 -4.54
C 0.49 -0.93 -2.85
H -5.15 5.49 -2.20
H 1.43 0.80 6.46
H 0.02 -6.39 -2.03
H -1.69 2.60 -4.39
H -0.80 -1.41 1.00
H -3.98 2.73 0.22
O 4.01 2.41 5.94
C 1.09 1.67 5.90
H -4.65 1.89 -5.20
H 5.45 -3.86 -0.81
H 1.05 -6.71 -4.53
H 0.06 -3.84 -2.64
H 2.98 3.51 -2.27
C -4.64 2.50 1.06
O -5.45 0.47 3.68
H -5.52 0.74 -2.89
H 4.10 -1.72 -2.61
O -3.90 2.02 2.19
H 0.56 -0.16 -2.08
H 1.32 3.48 2.20
H 1.00 -7.92 -1.86
C 1.94 5.10 0.04
H 3.35 1.83 -1.97
H 4.70 -2.45 -0.26
H 2.86 -4.22 -0.21
H -4.02 5.51 -3.56
H -2.97 -0.99 5.36
H -1.12 -2.82 -0.57
H -1.79 4.04 -3.32
C 3.51 -0.17 1.94
H 6.48 1.35 4.64
C -2.13 3.02 -3.49
H -3.75 -1.85 4.05
H 2.98 -0.62 1.10
H -4.47 -2.18 -0.51
O 1.80 2.04 4.69
O 4.07 2.49 3.38
H -0.70 2.48 -2.18
H -2.10 -4.58 -2.87
N -3.57 3.03 -3.77
H 6.28 -2.34 -1.14
C 2.84 -0.28 3.33
H -3.79 0.32 -2.64
H -5.41 1.77 0.80
C -4.55 0.60 -3.37
O 3.49 -3.57 -2.54
H 5.13 -2.89 -3.32
C 2.39 2.65 -0.23
N 1.44 3.71 0.08
O -4.35 -0.34 1.45
H 2.44 5.29 -0.91
H 5.75 2.94 2.22
C -1.76 2.27 -2.24
H -3.47 5.20 -1.88
H 0.42 -0.49 0.48
H 1.70 -7.09 0.45
C 2.95 5.43 1.10
C -2.08 -3.50 -3.01
C -1.65 -1.75 3.97
C -0.02 2.17 1.25
H -5.53 3.61 -3.45
H -4.62 -0.33 -3.93
H 1.78 -0.01 3.23
C -0.32 -2.16 -0.91
H -0.98 1.75 6.37
C 2.06 -6.10 0.72
P 3.41 1.87 4.76
H -5.11 -0.84 -1.12
H -6.39 -0.74 1.25
H 2.73 -1.28 3.74
H -0.23 -7.63 -2.97
O 3.61 0.33 4.35
O 2.14 -5.43 -3.48
H -2.51 -3.29 -3.99
H -5.47 3.84 2.60
H -1.21 -0.21 -0.20
O 3.35 -5.72 -1.25
H 7.48 1.68 3.31
H -5.53 -2.13 1.79
H 1.34 -5.68 1.43
*
```

## Properties
- E_tot: -95700.81081 eV
- Orbital gap: 8.16 eV
- M: 850.047 g mol⁻¹
- E_LUMO: 0.32 eV
- SMILES: CCOP(=O)(OCC)OCC.CCOP(=O)(OCC)OCC.CCOP(=O)(OCC)OCC.CCN(CC)CC.CCN(CC)CC.CCN(CC)CC

Mulliken population analysis, charges in e, atoms 1 to 4: 0.4321, 0.3497, -0.5075, -0.8212

The following is a DFT calculation (the ωB97M-V functional and the def2-TZVPD basis) of a molecular structure, C6H6O in a non-equilibrium geometry.

```
! RIJCOSX wB97M-V def2-TZVPD def2/J DEFGRID3
* xyz 0 1
H -1.51 -1.85 0.28
H -2.05 -0.21 -0.31
H -0.03 -0.44 2.12
C 0.92 0.87 -1.10
C 1.21 -0.79 -0.70
H 1.41 1.68 -1.60
O -0.24 0.45 -1.63
C -0.40 0.04 1.17
H -0.83 0.98 1.41
C -0.19 -0.76 -1.01
H 1.89 0.61 0.90
C 0.97 0.29 0.32
C -1.16 -0.87 0.16
*
```

## Properties
- E_tot: -8359.37170 eV
- Orbital gap (spin up / spin down): 7.90 / 7.89 eV
- M: 94.113 g mol⁻¹
- Relative energy (zero: lowest compared OMol25 entry of this formula, charge and spin): 688.4 kJ/mol
- E_LUMO (spin up / spin down): -0.43 / -0.44 eV

natural (NBO) population analysis, charges in e, atoms 1 to 4: 0.2379, 0.2307, 0.2366, 0.0484

The following is a DFT calculation (the ωB97M-V functional and the def2-TZVPD basis) of a single C3H9ClNPS molecule in a non-equilibrium geometry.

```
! RIJCOSX wB97M-V def2-TZVPD def2/J DEFGRID3
* xyz 0 1
P 0.87 0.13 0.74
C -0.65 -0.47 1.52
N 0.49 -0.58 -1.04
H 0.76 -1.62 -1.00
C 1.00 0.26 -2.14
H -0.82 -1.53 1.68
S 1.33 1.98 0.78
H -0.42 -0.16 2.57
H -2.71 -0.07 1.26
Cl 2.29 -1.05 1.38
H 0.20 0.36 -2.92
H -1.52 1.33 0.81
H 1.81 -0.11 -2.60
H -1.81 0.03 -0.15
H 1.03 1.24 -1.73
C -1.82 0.27 0.85
*
```

## Properties
- E_tot: -37393.92946 eV
- Orbital gap: 9.87 eV
- M: 157.606 g mol⁻¹
- Relative energy (zero: lowest compared OMol25 entry of this formula, charge and spin): 77.1 kJ/mol
- E_LUMO: 0.72 eV
- SMILES: CC[P@@](=S)(Cl)NC

natural (NBO) population analysis, charges in e, atoms 1 to 4: 1.3208, -0.7808, -0.9144, 0.3849

Which formula does entry 8 have? C3H9ClNPS